1.
C49H64BIN4O35 | wB97M-V/def2-TZVPD

```
154
Properties=species:S:1:pos:R:3:mulliken_charge:R:1
C 2.577 4.693 -0.584 -1.03
C 1.217 3.874 -0.459 -0.22
B 1.434 2.290 -0.162 0.69
O 2.455 1.522 -0.807 -0.67
C 0.426 1.636 0.947 -0.01
C -0.893 1.123 0.553 -0.39
C -1.294 1.176 -0.958 -1.21
C -0.523 0.071 -1.846 0.39
C 0.232 -1.009 -0.967 -1.11
O 0.401 0.673 -2.774 -0.53
C -1.782 0.570 1.675 1.28
C -3.216 0.070 1.230 -0.18
C -4.259 0.008 2.403 -0.24
O -4.187 -0.677 3.389 -0.43
I -6.054 1.254 2.217 0.05
C -1.301 0.522 3.063 -0.70
C 0.085 1.016 3.461 0.57
N 0.421 0.915 4.813 -0.72
C 1.688 1.396 4.980 0.27
N 2.241 1.325 6.359 -0.47
C 2.111 2.449 6.909 0.62
O 2.412 3.450 7.440 -0.41
C 2.595 1.967 3.924 0.31
C 4.051 2.469 4.281 -0.65
C 5.174 1.429 3.825 -0.27
O 4.882 0.163 4.435 -0.57
C 5.373 1.359 2.243 -0.07
N 5.604 -0.014 1.721 -0.64
N 2.205 2.087 2.617 -0.01
C 0.923 1.588 2.380 -0.09
H 3.485 4.065 -0.813 0.17
H 2.485 5.489 -1.389 0.30
H 2.776 5.212 0.406 0.26
H 0.654 4.310 0.425 0.30
H 0.539 3.969 -1.357 0.34
H 3.298 1.825 -0.403 0.11
H -1.114 2.225 -1.330 0.27
H -2.396 0.973 -1.130 0.27
H -1.276 -0.511 -2.469 0.37
H 1.118 -0.583 -0.401 0.14
H -0.444 -1.566 -0.257 0.34
H 0.656 -1.787 -1.675 0.40
H 1.283 0.313 -2.552 0.08
H -3.596 0.859 0.508 0.36
H -3.156 -0.881 0.616 0.27
H -1.953 0.083 3.871 0.36
H 4.157 2.793 5.350 0.28
H 4.208 3.395 3.637 0.36
H 6.146 1.822 4.261 0.42
H 4.199 -0.277 3.888 0.37
H 6.280 1.986 1.973 0.40
H 4.515 1.786 1.651 -0.37
H 6.309 -0.466 2.319 0.27
H 4.739 -0.563 1.747 0.23
C 4.223 7.051 6.332 -0.40
C 4.836 5.764 5.861 0.27
O 5.575 6.162 4.712 -0.30
C 5.848 7.490 4.849 0.61
O 6.590 8.100 4.146 -0.53
O 5.161 8.028 5.895 -0.32
H 4.102 7.084 7.415 0.31
H 3.257 7.251 5.861 0.31
H 5.526 5.337 6.594 0.23
H 4.088 5.016 5.602 -0.19
C -4.010 -3.939 5.154 -0.41
C -4.304 -2.643 5.851 -0.06
O -5.249 -3.024 6.849 -0.33
C -5.068 -4.348 7.092 0.58
O -5.581 -4.945 7.986 -0.53
O -4.223 -4.908 6.180 -0.27
H -2.989 -3.990 4.778 0.37
H -4.702 -4.138 4.331 0.31
H -3.422 -2.223 6.343 0.20
H -4.725 -1.897 5.182 0.17
C 3.574 -1.284 -6.079 0.07
C 2.249 -0.594 -5.953 -0.13
O 1.791 -1.014 -4.667 -0.36
C 2.889 -1.359 -3.946 0.74
O 2.876 -1.595 -2.773 -0.54
O 4.003 -1.399 -4.722 -0.27
H 4.290 -0.709 -6.666 0.34
H 3.489 -2.281 -6.507 -0.17
H 2.341 0.492 -5.957 0.04
H 1.548 -0.893 -6.731 0.35
C 6.279 -3.419 -3.823 0.22
C 6.918 -4.686 -4.314 -0.24
O 7.649 -4.250 -5.456 -0.32
C 7.894 -2.921 -5.296 0.68
O 8.625 -2.283 -5.989 -0.56
O 7.197 -2.415 -4.243 -0.36
H 6.158 -3.406 -2.740 0.36
H 5.312 -3.229 -4.290 -0.16
H 7.616 -5.112 -3.588 0.28
H 6.185 -5.443 -4.588 0.15
C -9.380 5.732 1.406 -0.32
C -9.373 4.337 1.961 -0.02
O -7.981 4.052 2.090 -0.18
C -7.333 5.244 2.187 0.56
O -6.183 5.363 2.470 -0.52
O -8.171 6.284 1.918 -0.35
H -10.243 6.310 1.739 0.20
H -9.341 5.750 0.314 0.29
H -9.841 4.277 2.949 0.09
H -9.857 3.622 1.296 0.32
C 3.553 -6.681 -8.307 -0.07
C 4.016 -6.885 -6.896 -0.34
O 4.830 -5.738 -6.660 -0.18
C 4.420 -4.768 -7.520 0.60
O 4.778 -3.629 -7.474 -0.54
O 3.549 -5.260 -8.438 -0.36
H 2.558 -7.091 -8.482 -0.01
H 4.246 -7.101 -9.041 0.31
H 3.190 -6.887 -6.180 0.26
H 4.591 -7.803 -6.774 0.33
C -1.953 -5.963 -8.574 -0.31
C -0.966 -5.005 -7.971 -0.29
O 0.051 -5.870 -7.474 -0.25
C -0.019 -7.025 -8.185 0.61
O 0.798 -7.895 -8.135 -0.60
O -1.133 -7.062 -8.960 -0.31
H -2.471 -5.543 -9.435 0.30
H -2.693 -6.313 -7.850 0.28
H -0.526 -4.333 -8.713 0.26
H -1.398 -4.409 -7.167 0.28
C -4.464 -7.720 4.401 0.27
C -4.695 -8.445 5.694 -0.27
O -3.939 -9.642 5.525 -0.34
C -2.974 -9.384 4.601 0.66
O -2.070 -10.117 4.350 -0.52
O -3.176 -8.178 4.001 -0.34
H -4.469 -6.638 4.524 -0.27
H -5.190 -7.994 3.631 0.29
H -4.305 -7.898 6.556 0.24
H -5.747 -8.670 5.865 0.32
C -13.433 6.797 4.121 -0.31
C -12.427 7.755 4.692 -0.33
O -11.418 6.890 5.201 -0.31
C -11.508 5.719 4.519 0.67
O -10.704 4.839 4.582 -0.60
O -12.631 5.678 3.753 -0.31
H -13.954 7.204 3.254 0.29
H -14.172 6.474 4.859 0.29
H -11.986 8.403 3.930 0.26
H -12.844 8.375 5.485 0.30
C 6.206 2.769 -5.491 -0.34
C 5.136 3.541 -4.773 -0.16
O 4.052 3.517 -5.698 -0.32
C 4.233 2.437 -6.501 0.67
O 3.421 2.028 -7.275 -0.56
O 5.456 1.878 -6.310 -0.27
H 6.853 2.219 -4.809 0.31
H 6.823 3.404 -6.132 0.25
H 4.819 3.056 -3.845 0.10
H 5.436 4.565 -4.552 0.32
```

Values from the calculation:
charge = 0
E_LUMO = -0.985 eV
gap between HOMO and LUMO = 7.873 eV
maximum force = 0.0880 Eh/bohr
electronic energy = -138249.1508 eV
HOMO level = -8.86 eV
spin multiplicity = 1

2.
C49H65N2 | wB97M-V/def2-TZVPD

```
116
Properties=species:S:1:pos:R:3:mulliken_charge:R:1
C -2.618 -1.193 3.770 -1.41
C -3.602 -1.107 2.679 0.31
C -4.983 -1.210 3.052 0.35
C -5.819 -2.261 2.526 0.54
C -5.294 -3.457 1.787 -1.77
C -7.151 -2.324 2.922 -0.74
C -7.700 -1.431 3.843 0.50
C -9.170 -1.422 4.139 -1.44
C -6.815 -0.609 4.543 -0.70
C -5.484 -0.489 4.189 1.01
C -4.625 0.285 5.153 -2.03
H -1.897 -2.004 3.634 0.43
H -2.094 -0.246 3.922 0.41
H -3.084 -1.466 4.726 0.46
H -3.356 -1.064 1.619 1.11
H -6.081 -3.869 1.136 0.44
H -4.410 -3.271 1.173 0.29
H -5.035 -4.251 2.511 0.36
H -7.788 -3.109 2.517 0.44
H -9.417 -0.595 4.805 0.39
H -9.744 -1.312 3.214 0.38
H -9.506 -2.346 4.620 0.34
H -7.189 -0.043 5.401 0.36
H -5.241 1.021 5.684 0.49
H -4.233 -0.395 5.928 0.39
H -3.786 0.821 4.704 0.34
C 2.171 -3.233 -2.171 -1.82
C 0.863 -3.499 -1.450 2.29
C -0.280 -3.050 -2.376 -2.02
C 0.716 -4.997 -1.150 -1.85
C 0.732 -2.768 -0.102 0.07
C -0.492 -2.899 0.540 -1.40
C -0.790 -2.029 1.575 0.30
C 0.197 -1.302 2.256 0.05
C 1.529 -1.439 1.871 0.10
C 2.687 -1.121 2.858 2.11
C 3.355 0.232 2.614 -1.55
C 3.747 -2.220 2.763 -1.62
C 2.169 -1.079 4.308 -1.92
C 1.662 -1.872 0.487 -0.39
N 2.201 -0.906 -0.388 1.32
C 1.392 0.059 -0.983 1.16
C 0.000 0.119 -0.772 -0.62
C -0.745 0.856 -1.770 0.64
C -0.308 0.673 -3.096 -0.15
C -0.679 1.556 -4.103 -0.89
C -1.582 2.589 -3.812 -0.76
C -2.126 2.687 -2.530 -0.73
C -1.746 1.819 -1.504 -0.34
N 2.272 0.985 -1.531 1.84
C 2.084 2.228 -2.243 0.31
C 1.484 3.359 -1.617 -0.32
C 1.459 3.637 -0.073 2.50
C 0.485 4.771 0.270 -2.24
C 2.863 4.043 0.395 -1.85
C 0.999 2.454 0.750 -0.13
C 1.102 4.416 -2.461 -0.17
C 1.777 4.625 -3.649 -1.34
C 2.705 3.687 -4.061 -0.92
C 2.745 2.405 -3.494 0.14
C 3.585 1.392 -4.359 2.06
C 3.277 1.606 -5.857 -1.60
C 3.326 -0.084 -4.109 -1.69
C 5.080 1.696 -4.185 -1.62
C 3.571 0.633 -1.147 -1.00
C 3.516 -0.515 -0.464 -1.53
H 3.040 -3.491 -1.559 0.20
H 2.190 -3.836 -3.086 0.58
H 2.227 -2.183 -2.471 0.22
H -1.264 -3.365 -2.005 0.32
H -0.285 -1.953 -2.451 0.79
H -0.133 -3.470 -3.381 0.40
H -0.249 -5.219 -0.677 0.30
H 0.786 -5.588 -2.071 0.47
H 1.512 -5.326 -0.469 0.40
H -1.268 -3.579 0.174 0.37
H -1.838 -1.851 1.738 -0.79
H -0.087 -0.620 3.066 -0.17
H 2.621 1.046 2.561 0.21
H 4.035 0.439 3.454 0.60
H 3.959 0.234 1.703 0.33
H 3.304 -3.197 2.988 0.41
H 4.190 -2.262 1.764 0.22
H 4.545 -2.024 3.488 0.43
H 1.650 -2.004 4.587 0.37
H 3.019 -0.954 4.992 0.46
H 1.498 -0.226 4.475 0.33
H -0.446 -0.316 0.104 0.04
H 0.361 -0.165 -3.283 -0.08
H -0.249 1.426 -5.095 0.35
H -1.837 3.309 -4.599 0.38
H -2.861 3.469 -2.337 0.39
H -2.165 1.891 -0.502 0.40
H -0.509 4.579 -0.152 0.41
H 0.374 4.831 1.362 0.45
H 0.851 5.744 -0.074 0.43
H 3.584 3.226 0.262 0.21
H 3.218 4.913 -0.171 0.37
H 2.836 4.311 1.461 0.46
H 1.704 1.623 0.716 -1.04
H 0.877 2.748 1.802 0.91
H 0.022 2.108 0.403 -0.40
H 0.325 5.131 -2.157 0.41
H 1.632 5.544 -4.232 0.40
H 3.383 3.934 -4.887 0.33
H 3.666 2.557 -6.239 0.39
H 3.761 0.811 -6.443 0.46
H 2.199 1.559 -6.052 0.28
H 3.811 -0.450 -3.201 0.29
H 2.253 -0.304 -4.096 0.10
H 3.764 -0.656 -4.940 0.65
H 5.420 1.520 -3.159 0.26
H 5.665 1.047 -4.850 0.45
H 5.302 2.739 -4.443 0.34
H 4.422 1.239 -1.421 0.45
H 4.307 -1.109 -0.022 0.74
```

Values from the calculation:
charge = +1
E_LUMO = -5.732 eV
gap between HOMO and LUMO = 2.203 eV
maximum force = 0.0502 Eh/bohr
electronic energy = -54836.6938 eV
HOMO level = -7.94 eV
spin multiplicity = 1